No. 1
This record from the OMol25 dataset describes a structure of composition C33H48F5InN2O31PS in a non-equilibrium geometry. The level of theory is the ωB97M-V functional and the def2-TZVPD basis.

Element x y z (Å)
C 3.9171 -3.8304 -0.0836
C 3.3574 -2.6471 -0.8534
O 4.0556 -1.6479 -1.0578
N 2.1144 -2.7501 -1.3750
C 1.1371 -3.6234 -0.7014
In 1.4848 -0.8166 -1.9763
C 1.3667 0.7665 -0.4546
C 2.0089 0.5064 0.8664
O 3.2098 0.6356 1.0014
N 1.2401 0.1217 2.0016
C -0.1678 0.5146 1.9806
C 1.4608 -1.2901 2.3679
P 2.9657 -0.1447 -3.9217
O 2.6676 1.1988 -4.4617
O 4.5377 -0.2655 -3.5011
O 2.8663 -1.2705 -5.1002
S -0.8859 -1.1424 -2.9439
O -1.0496 -2.5398 -3.3377
O -1.1181 -0.1960 -4.0269
C -2.3235 -0.8037 -1.7682
F -2.1692 0.3923 -1.1665
F -3.4435 -0.7470 -2.5229
C -2.5934 -1.8588 -0.6703
F -3.7759 -1.5766 -0.0881
F -1.6596 -1.8033 0.2785
F -2.6676 -3.0909 -1.1439
H 3.2966 -4.1176 0.7602
H 4.9091 -3.5534 0.2710
H 4.0260 -4.6536 -0.7885
H 1.2275 -3.6286 0.3839
H 0.1373 -3.3402 -1.0222
H 1.2696 -4.6601 -1.0299
H 0.3267 1.0760 -0.3865
H 1.9011 1.6058 -0.8937
H -0.6998 0.0758 2.8188
H -0.2458 1.5951 2.0596
H -0.6984 0.2165 1.0712
H 0.5158 -1.8324 2.3780
H 2.1708 -1.7445 1.6747
H 1.9279 -1.3480 3.3550
H 4.6305 -0.1130 -2.5474
H 3.1182 -2.1206 -4.7117
C -0.0283 3.7762 -3.4430
C -0.2867 5.2290 -3.0939
O -0.2574 5.2117 -1.6612
C 0.4690 4.1321 -1.2718
O 0.8059 3.9168 -0.1502
O 0.7420 3.3397 -2.3222
H 0.5395 3.6374 -4.3586
H -0.9399 3.1787 -3.4938
H 0.5066 5.8893 -3.4497
H -1.2469 5.5972 -3.4461
C 4.9819 -6.1390 3.8418
C 3.9758 -5.8635 4.9426
O 2.8848 -5.2933 4.2197
C 2.9628 -5.7086 2.9298
O 2.1240 -5.5325 2.1108
O 4.1393 -6.3413 2.7067
H 5.5903 -7.0218 4.0205
H 5.6327 -5.2847 3.6479
H 3.6340 -6.7780 5.4321
H 4.3344 -5.1654 5.6945
C 1.7927 4.8465 2.7040
C 3.2107 5.3425 2.5243
O 3.5483 5.7946 3.8430
C 2.7554 5.1411 4.7277
O 2.9021 5.1747 5.9090
O 1.7879 4.4574 4.0874
H 1.5519 4.0060 2.0635
H 1.0497 5.6328 2.5611
H 3.8952 4.5426 2.2383
H 3.2964 6.1603 1.8137
C 0.3798 -8.6306 -2.5866
C 0.2186 -7.4825 -3.5648
O 1.0776 -6.4916 -3.0068
C 2.0089 -7.1060 -2.2416
O 2.9518 -6.5633 -1.7721
O 1.7013 -8.4207 -2.0833
H 0.3057 -9.6108 -3.0512
H -0.3254 -8.5699 -1.7555
H 0.5751 -7.7350 -4.5656
H -0.7978 -7.1037 -3.6309
C -4.4234 0.6462 5.6828
C -4.4822 2.1318 5.9748
O -3.3328 2.6271 5.2834
C -3.0322 1.7584 4.2909
O -2.2583 1.9627 3.4147
O -3.7559 0.6164 4.4198
H -5.4028 0.1820 5.5990
H -3.8280 0.0974 6.4155
H -5.3695 2.6027 5.5506
H -4.4261 2.3655 7.0346
C 7.3492 -1.4316 -6.0707
C 7.2242 -2.3675 -4.8897
O 8.4682 -3.0832 -4.9333
C 9.3715 -2.3177 -5.5851
O 10.5368 -2.5506 -5.6484
O 8.7701 -1.2505 -6.1599
H 6.8471 -0.4806 -5.9178
H 6.9955 -1.8803 -7.0008
H 7.1510 -1.8341 -3.9421
H 6.3884 -3.0559 -4.9745
C -6.2569 4.1227 1.7829
C -4.9130 4.8148 1.7135
O -4.8653 5.5069 2.9700
C -5.6777 4.8698 3.8350
O -5.7203 5.0865 5.0061
O -6.4314 3.9427 3.2017
H -6.2752 3.1617 1.2762
H -7.0629 4.7424 1.4063
H -4.0773 4.1138 1.6727
H -4.8357 5.5164 0.8878
C -10.6961 5.9470 -1.7414
C -10.8645 5.2291 -0.4163
O -9.5425 4.7433 -0.1682
C -8.6678 5.5195 -0.8506
O -7.4882 5.4772 -0.7179
O -9.3228 6.3453 -1.6971
H -11.3366 6.8181 -1.8484
H -10.8409 5.2846 -2.5964
H -11.1470 5.9052 0.3923
H -11.5678 4.4019 -0.4557

Force components x, y, z for each atom (eV/Å):
C 0.428 0.523 -0.222
C -0.027 -0.358 -0.049
O 0.019 0.129 -0.193
N -0.676 0.331 0.929
C 0.468 -0.693 -0.777
In 1.081 0.503 0.533
C -0.310 0.303 0.149
C 0.263 0.343 0.158
O 0.081 -0.326 -0.003
N -0.575 -0.430 -0.740
C 0.132 0.013 -0.257
C 0.566 0.585 0.334
P -0.209 0.604 -0.138
O -0.129 -0.040 -0.198
O -0.249 -0.162 -0.117
O 0.380 0.022 0.276
S 0.431 -0.451 -1.107
O -0.175 -0.062 0.493
O -0.183 0.461 0.478
C -0.477 -0.343 -0.234
F 0.171 0.071 0.048
F 0.063 -0.025 -0.028
C -0.372 0.431 0.119
F 0.052 -0.011 0.056
F 0.238 -0.147 -0.055
F 0.037 -0.141 -0.053
H -0.086 -0.137 -0.184
H -0.035 0.050 0.039
H -0.217 -0.214 0.210
H -0.166 0.235 0.058
H -0.050 0.046 0.162
H -0.009 0.024 0.084
H -0.006 -0.056 0.041
H 0.109 -0.165 -0.186
H 0.148 0.029 0.165
H -0.014 0.032 0.073
H 0.005 -0.119 0.090
H 0.034 -0.120 -0.103
H -0.139 -0.137 -0.062
H -0.163 -0.131 0.068
H 0.023 -0.343 0.057
H -0.089 -0.056 -0.144
C -0.050 -0.024 -0.283
C -0.013 0.016 -0.135
O 0.024 0.003 0.006
C -0.087 -0.152 -0.109
O 0.009 0.230 0.018
O 0.040 0.019 0.199
H 0.132 -0.102 0.101
H -0.004 0.005 0.031
H 0.017 -0.022 0.005
H -0.048 -0.004 0.148
C 0.134 0.030 0.073
C 0.087 -0.032 0.108
O 0.004 -0.042 -0.022
C 0.027 0.059 -0.029
O -0.152 -0.102 0.114
O -0.026 -0.013 0.037
H -0.073 -0.063 -0.106
H -0.028 0.020 0.008
H 0.006 -0.012 -0.024
H -0.088 0.098 -0.058
C -0.037 -0.103 -0.133
C 0.020 -0.047 -0.176
O -0.009 -0.002 0.003
C -0.022 -0.032 -0.005
O 0.007 0.015 0.016
O 0.054 0.096 0.025
H -0.043 -0.100 0.152
H 0.013 0.008 0.015
H -0.023 -0.028 0.030
H 0.021 0.086 0.112
C -0.127 -0.057 -0.007
C -0.122 -0.068 -0.082
O 0.043 -0.040 -0.012
C -0.099 0.143 -0.006
O 0.142 -0.184 -0.015
O -0.001 0.034 -0.033
H 0.141 -0.014 0.022
H 0.001 0.034 -0.005
H 0.016 -0.016 0.013
H 0.049 0.125 0.073
C -0.023 -0.024 0.099
C -0.288 0.008 0.095
O 0.018 -0.108 -0.019
C -0.052 0.047 -0.078
O -0.202 0.142 0.075
O 0.032 -0.020 0.049
H 0.015 0.003 -0.138
H 0.047 0.016 -0.030
H -0.005 0.011 0.031
H 0.181 0.103 -0.041
C -0.171 0.064 -0.014
C -0.254 0.051 0.125
O 0.026 0.076 -0.072
C 0.004 -0.005 0.003
O 0.012 -0.003 -0.006
O 0.000 -0.049 0.001
H 0.137 0.059 0.036
H 0.026 -0.029 0.007
H 0.005 0.011 -0.008
H 0.101 -0.116 0.006
C 0.016 -0.106 -0.022
C 0.108 -0.116 -0.188
O -0.098 -0.008 -0.021
C 0.167 0.054 0.084
O -0.117 -0.039 0.024
O 0.100 -0.001 -0.028
H -0.003 -0.061 0.134
H -0.030 0.043 0.022
H -0.015 -0.012 0.040
H -0.032 0.124 0.112
C -0.137 -0.020 -0.049
C -0.143 0.028 0.016
O -0.017 0.020 -0.008
C 0.059 -0.011 -0.017
O -0.019 0.075 -0.102
O -0.019 -0.025 0.017
H 0.121 0.084 0.017
H 0.014 -0.022 0.018
H 0.018 0.021 -0.013
H 0.116 -0.092 0.007

Electronic energy, a.u.: -5157.5098
Frontier orbital gap, eV: 7.2
LUMO, eV: 1.40
Net charge: -1

=====

No. 2
This record from the OMol25 dataset describes the molecule C12H21NO in a non-equilibrium geometry. The level of theory is the ωB97M-V functional and the def2-TZVPD basis.

Element x y z (Å)
C -1.3558 -1.6311 1.5956
C -0.6176 -1.2014 0.3375
C -1.4233 -1.7661 -0.8814
C -0.4724 0.3667 0.3229
C -1.3818 1.1547 1.0227
C -1.2809 2.7043 0.9708
N -0.3452 3.1329 -0.0214
C 0.9325 2.4070 0.0313
C 0.6566 0.9761 -0.5081
C 0.2825 1.0444 -1.9736
C 1.9248 0.1164 -0.2440
C 1.8242 -1.4004 -0.3412
C 0.7344 -1.9131 0.5469
O 0.6086 -3.2998 0.0449
H -2.3874 -1.3387 1.4907
H -0.9349 -1.1840 2.5300
H -1.3365 -2.7012 1.8028
H -2.3154 -1.1385 -1.1528
H -0.8666 -1.9215 -1.7847
H -1.8419 -2.7108 -0.6040
H -2.2094 0.8553 1.6764
H -2.2069 3.2458 0.9902
H -0.8223 2.8900 1.9469
H -0.7481 3.1060 -0.9655
H 1.6332 2.8741 -0.6512
H 1.3715 2.3725 0.9447
H 0.2767 0.0654 -2.4716
H 1.1222 1.6119 -2.4773
H -0.6577 1.5785 -2.1135
H 2.7552 0.4119 -0.8940
H 2.1114 0.3874 0.8336
H 2.7661 -1.9116 -0.1874
H 1.6337 -1.5472 -1.3243
H 1.1146 -1.8695 1.5000
H 1.4560 -3.7666 0.0081

Force components x, y, z for each atom (eV/Å):
C -0.444 0.379 1.205
C 0.082 -0.064 0.835
C -0.660 1.161 0.307
C -2.284 0.173 1.491
C 1.166 0.067 -1.640
C 1.551 -2.229 0.857
N 0.472 1.431 -0.379
C -2.572 -0.665 -4.130
C 0.233 -0.939 0.889
C 1.497 0.387 -0.904
C 0.461 0.658 1.501
C 0.119 2.388 1.708
C 0.627 -1.481 -5.077
O -0.955 -0.010 1.115
H -0.572 0.071 0.335
H -0.308 0.031 -0.824
H 0.089 -0.149 -0.579
H 0.951 -0.140 0.476
H 0.551 0.038 -0.374
H -0.040 -0.720 0.179
H 0.554 -0.666 -0.365
H -0.583 0.053 -0.474
H -0.030 0.545 0.206
H 0.386 0.014 0.754
H 0.196 0.293 -0.143
H 0.851 0.078 3.075
H -0.370 0.210 0.255
H -0.940 -0.376 0.235
H 0.048 -0.292 -0.269
H -0.019 0.486 0.286
H 0.613 -0.258 -0.876
H 0.403 0.100 0.536
H -1.135 -1.088 -3.189
H 0.199 -0.057 2.715
H -0.141 0.573 0.262

Electronic energy, a.u.: -599.7697
Frontier orbital gap, eV: 9.1
LUMO, eV: 0.80
Relative energy (zero: lowest compared OMol25 entry of this formula, charge and spin), kcal per mole: 57.9
Net charge: 0
SMILES: CC1(C)C2=CCNC[C@@]2(C)CC[C@@H]1O

=====

No. 3
This record from the OMol25 dataset describes a structure of composition H2NaO in a non-equilibrium geometry. The level of theory is the ωB97M-V functional and the def2-TZVPD basis.

Element x y z (Å)
O 1.0536 0.3221 2.3848
H 0.9696 1.3017 2.4250
H 0.7859 0.0133 3.2800
Na 0.1972 0.0688 0.4543

Force components x, y, z for each atom (eV/Å):
O -0.575 0.873 0.846
H 0.370 -0.764 0.458
H 0.356 0.227 -0.766
Na -0.152 -0.336 -0.537

Electronic energy, a.u.: -238.5327
Frontier orbital gap, eV: 12.8
LUMO, eV: -5.02
Relative energy (zero: lowest compared OMol25 entry of this formula, charge and spin), kcal per mole: 4.4
Net charge: +1

=====

No. 4
This record from the OMol25 dataset describes the molecule C4H5N3O2 in a non-equilibrium geometry. The level of theory is the ωB97M-V functional and the def2-TZVPD basis.

Element x y z (Å)
C 0.3862 0.3229 1.9024
C 0.1998 0.5415 0.3417
C 0.0517 -0.6263 -1.7150
C 0.4913 -1.5738 -0.6485
N -0.3086 1.2057 2.5235
N -0.6307 1.5456 0.2518
N 0.8436 -0.2723 -0.5504
O -1.1036 2.2920 -0.5754
O -0.9795 1.9844 1.6920
H 0.8017 -0.4989 2.3468
H 0.5722 -0.4230 -2.6232
H -1.0345 -0.3852 -1.8199
H -0.4748 -1.8386 -0.1604
H 1.1852 -2.2741 -0.9653

Force components x, y, z for each atom (eV/Å):
C -2.374 2.841 -4.409
C 0.101 -0.354 5.616
C -0.756 0.614 -0.989
C -4.034 -2.210 -0.798
N 0.016 -0.736 0.613
N 0.426 0.232 0.769
N 0.219 4.529 -0.581
O -0.160 -0.184 -0.975
O 1.064 -0.607 -1.094
H 1.375 -1.597 1.126
H 0.430 -0.501 -0.521
H 1.066 -0.016 0.728
H 1.249 -0.617 0.269
H 1.380 -1.397 0.247

Electronic energy, a.u.: -469.9229
Frontier orbital gap (spin up / spin down), eV: 9.6 / 9.6
LUMO (spin up / spin down), eV: 0.67 / 0.67
Relative energy (zero: lowest compared OMol25 entry of this formula, charge and spin), kcal per mole: 198.8
Net charge: 0